The following is a quantum chemistry calculation of 2 unconnected molecules or ions with the total composition C2H5I2OP, from the Open Molecules 2025 dataset.

```
11
Properties=species:S:1:pos:R:3:forces:R:3
C -1.13518 1.09548 0.59213 0.1102 1.8386 -1.0315
C -1.28503 -0.13213 -0.20164 1.5748 0.0696 1.2879
O 1.88612 -0.81853 -2.25169 -0.5146 -0.0482 1.2583
P 1.48256 -0.88133 -0.81695 -0.1879 0.8738 -0.8963
I 1.90181 -3.08318 0.12487 0.0037 -0.2031 0.1506
I 2.90428 0.70298 0.56775 -0.3899 -0.3299 -0.2008
H -0.65759 2.02496 0.11682 -1.2840 -1.3496 0.3991
H -1.98500 1.29478 1.26436 -0.3768 0.3297 -0.7586
H -0.47226 0.83747 1.34687 1.8787 -0.4980 1.6388
H -1.22725 -0.07528 -1.27687 -0.5695 -0.7382 -0.0211
H -1.41247 -0.96519 0.53434 -0.2447 0.0553 -1.8263
```
Forces are in eV/Å.

Calculated values
HOMO (alpha / beta), eV: -8.750 / -8.799
Gap between HOMO and LUMO (alpha / beta), eV: 6.1 / 7.6
Lowest unoccupied orbital energy (alpha / beta), eV: -2.612 / -1.189
Relative energy (zero: lowest compared OMol25 entry of this formula, charge and spin), eV: 2.4835

These are the natural (NBO) partial charges, in e, on atoms 1 to 2:
1 C -0.724
2 C -0.229



The following is a quantum chemistry calculation of 2 unconnected molecules or ions with the total composition C11H15N, from the Open Molecules 2025 dataset.

```
27
Properties=species:S:1:pos:R:3:forces:R:3
C -1.61179 2.34308 -1.05356 0.1566 1.1785 -0.0017
C -1.40118 1.19342 -0.14495 0.4513 0.4500 -0.3937
C -1.58113 1.11826 1.19348 0.0997 -1.3679 0.7089
N -1.10421 -0.11050 1.65608 -0.1206 -0.2107 -0.0496
C -0.62464 -0.84609 0.59036 -0.0741 0.5391 -0.1689
C -0.11124 -2.14184 0.53524 -0.5178 0.2306 -0.2896
C 0.29670 -2.60255 -0.70647 -0.6201 0.1407 0.3656
C 0.10276 -1.83610 -1.87701 0.5540 -0.5625 0.5515
C -0.47249 -0.58598 -1.80669 0.7306 0.9594 -0.1711
C -0.74198 -0.02054 -0.56200 -0.9041 -1.2143 1.0065
H -2.19376 3.14744 -0.60071 -0.2716 -0.2182 0.1346
H -2.08629 2.09587 -2.00203 0.0062 -0.2071 0.0097
H -0.66061 2.84976 -1.27470 -0.0227 -0.3504 -0.1667
H -2.01547 1.69046 1.99552 -0.1744 0.7493 -0.5316
H -1.47636 -0.51500 2.50320 0.3394 -0.0067 -0.1271
H -0.18770 -2.79580 1.39449 0.3997 0.0081 0.0671
H 0.65455 -3.62211 -0.74454 0.1826 0.0271 -0.3112
H 0.49228 -2.28347 -2.78005 -0.3375 0.2517 -0.3380
H -0.60759 0.07921 -2.65441 0.0286 -0.4376 -0.2987
C 2.16489 1.07239 0.83009 -0.2964 -0.6064 -0.5133
C 3.67400 1.16658 0.91136 0.4235 0.6851 -0.3463
H 1.78899 0.16289 1.30113 0.0465 0.1590 0.3510
H 1.59979 1.92802 1.19451 0.1949 0.0830 0.1999
H 1.86864 0.92617 -0.21233 0.0494 0.1942 -0.0563
H 4.08056 1.36995 1.90243 -0.1826 -0.3343 0.1558
H 4.05424 1.99576 0.30233 -0.1713 -0.0344 -0.0369
H 4.13365 0.27422 0.48595 0.0305 -0.1051 0.2502
```
Forces are in eV/Å.

Calculated values
HOMO, eV: -7.955
SMILES: Cc1c[nH]c2ccccc12.CC
Gap between HOMO and LUMO, eV: 8.9
Lowest unoccupied orbital energy, eV: 0.939
Relative energy (zero: lowest compared OMol25 entry of this formula, charge and spin), eV: 0.4144

These are the natural (NBO) partial charges, in e, on atoms 1 to 2:
1 C -0.631
2 C -0.083



The following is a quantum chemistry calculation of a molecular structure, C6H12N3P2S2, from the Open Molecules 2025 dataset.

```
25
Properties=species:S:1:pos:R:3:forces:R:3
C 3.49034 0.90724 0.26713 1.0060 -0.2357 -1.4920
C -2.61659 0.51137 0.12641 3.2326 0.7708 -0.0238
C 6.16822 -0.80383 -0.21503 2.3254 -0.0121 0.4419
C -6.29667 0.10667 0.44182 0.2345 1.2078 -0.2808
C 4.82445 -0.82904 -0.89943 -1.8657 -0.4673 3.6868
C -4.79412 -0.38428 0.43450 -4.1826 -3.2516 3.3328
N -0.21557 1.36787 -0.22391 1.3251 1.3687 -0.8681
N 4.25793 0.57490 -0.72989 -1.1774 -2.7110 0.9594
N -3.83276 0.32897 -0.27517 -1.7771 1.1063 -1.6505
P 2.67662 1.08100 1.60659 0.1331 0.5338 0.4984
P -1.63770 1.67309 -0.86681 -0.8040 -0.4512 0.3279
S 0.21180 0.33531 0.85200 -0.3624 -1.5020 0.1130
S -1.77830 -0.41398 1.38714 -1.0888 0.3695 -0.3273
H 6.39507 -1.71640 0.43085 -0.4913 1.1356 -1.0212
H 6.87523 -0.80852 -1.07659 0.2640 0.1713 1.1095
H 6.37563 0.12303 0.47165 -0.5940 -1.6904 -1.4933
H -6.43400 0.99132 1.12842 0.0551 -0.9473 -0.7003
H -6.69402 0.40629 -0.56392 0.4995 -0.3377 0.7236
H -6.90960 -0.75039 0.78829 0.3610 0.6750 -0.0755
H 4.75749 -1.12611 -1.90068 0.4902 0.1679 -1.6959
H 4.20162 -1.61657 -0.39905 -0.0440 1.2227 -0.1365
H -4.60961 -0.45216 1.60005 0.4894 0.2418 -2.3797
H -5.01697 -1.48558 0.14100 1.5085 1.5548 -0.0704
H 4.75782 1.06605 -1.42026 -0.0427 2.2166 -0.4704
H -4.15632 0.91373 -1.10510 0.5057 -1.1363 1.4925
```
Forces are in eV/Å.

Calculated values
HOMO (alpha / beta), eV: -9.511 / -11.238
Gap between HOMO and LUMO (alpha / beta), eV: 5.9 / 4.7
Lowest unoccupied orbital energy (alpha / beta), eV: -3.619 / -6.496
Net charge: +1
Multiplicity: 3

These are the natural (NBO) partial charges, in e, on atoms 1 to 2:
1 C -0.207
2 C -0.236



The following is a quantum chemistry calculation of a molecular structure, C40H40N5S2Sn, from the Open Molecules 2025 dataset.

```
88
Properties=species:S:1:pos:R:3:forces:R:3
Sn 0.03752 1.53931 0.76343 -0.0711 0.8910 0.4551
N 2.30848 -8.23937 4.30468 0.0085 0.0370 -0.0286
C 2.11533 -7.18867 3.87784 0.0796 -0.3894 0.1612
C 1.86296 -5.88557 3.35521 -0.1071 0.5100 -0.1720
C 2.32085 -5.53388 2.08492 0.0201 -0.1674 0.1268
C 2.06500 -4.27081 1.58642 -0.0551 0.1472 -0.0521
C 1.33396 -3.34844 2.32862 -0.0061 -0.1910 0.1320
C 0.88407 -3.70331 3.59947 0.0310 0.0606 -0.0174
C 1.15273 -4.95551 4.11782 0.0581 -0.1071 -0.0198
C 1.03482 -1.99105 1.79980 0.0213 0.3223 0.0071
C -0.31271 -1.73990 1.49469 -0.1035 -0.2517 -0.0014
C -1.34905 -2.71413 1.53584 0.0622 0.0334 -0.0242
C -2.51585 -2.07537 1.17577 -0.0484 -0.1089 -0.0241
C -2.16762 -0.73250 0.93844 0.0412 -0.0029 -0.0968
N -0.86736 -0.53107 1.11014 0.1518 0.1838 0.0009
C 2.10702 -1.11342 1.72861 0.1124 -0.2563 0.0585
C 3.45136 -1.37543 2.14604 0.0726 -0.0020 0.0121
C 4.14974 -0.21159 1.95684 0.1316 -0.1674 0.0696
C 3.21713 0.71902 1.42914 -0.2084 0.0549 -0.0840
N 2.02110 0.19158 1.29157 -0.0676 -0.0833 0.0165
H 2.87857 -6.25738 1.50500 -0.0022 0.0224 -0.0286
H 2.42863 -3.97859 0.61145 0.0355 -0.0025 -0.0934
H 0.33110 -2.97691 4.18026 -0.0162 0.0035 0.0006
H 0.82208 -5.22251 5.11239 -0.0352 -0.0062 -0.0066
H -1.22445 -3.75230 1.79961 -0.0147 -0.0181 -0.0197
H -3.50210 -2.50220 1.08809 -0.0182 0.0024 0.0396
H -2.81787 0.09036 0.67880 0.0098 0.0670 0.0345
H 3.81978 -2.30879 2.54161 0.0339 0.0123 0.0180
H 5.18904 -0.02295 2.17414 0.0186 -0.0077 -0.0103
H 3.39386 1.75245 1.16103 -0.0074 0.0388 0.0117
C -3.91199 0.03761 -2.08746 0.0332 0.1769 0.0301
C -3.86011 1.52894 -1.87252 0.1751 -0.1683 -0.0170
C -5.01884 2.25195 -1.62481 -0.0538 0.0645 -0.0183
C -4.98012 3.62389 -1.45448 -0.0327 0.0356 -0.0104
C -3.77159 4.29163 -1.56422 -0.0514 -0.0207 -0.0776
C -2.59434 3.60470 -1.80994 0.1562 -0.0897 -0.0811
C -1.27995 4.32262 -1.91497 -0.0182 -0.0630 0.1151
C -2.63807 2.20873 -1.93535 -0.6199 0.3809 0.0852
N -1.44291 1.48526 -2.02166 0.3579 -0.4898 -0.0749
C -0.92833 1.14382 -3.12743 -0.8970 0.6219 -0.0423
C -1.54995 1.50582 -4.45702 0.0653 0.0378 0.0351
C 0.34022 0.37861 -3.13369 0.8947 -0.4610 -0.0127
C 0.91012 -0.03345 -4.47161 -0.0249 0.0265 0.0052
N 0.92217 0.12262 -2.03581 -0.6117 0.1170 -0.0990
C 2.12590 -0.58104 -2.00494 0.6425 -0.3967 0.0610
C 3.34264 0.10919 -1.97483 -0.1019 0.1516 -0.0466
C 3.36051 1.60823 -2.09697 -0.0955 -0.0969 0.0771
C 4.52400 -0.61040 -1.86588 0.0100 -0.0873 -0.0101
C 4.51548 -1.99372 -1.81064 0.0436 0.0373 -0.0022
C 3.30670 -2.66777 -1.87134 0.0585 -0.0803 -0.0016
C 2.10419 -1.98156 -1.95417 -0.1930 0.0383 -0.0138
C 0.78300 -2.69928 -2.01605 0.0746 0.0956 0.0654
H -4.75338 -0.39699 -1.54839 -0.0018 -0.0401 -0.0166
H -2.99175 -0.43164 -1.74132 -0.0416 -0.1038 0.0064
H -4.03521 -0.19187 -3.15069 0.0227 -0.0612 0.0108
H -5.96516 1.72620 -1.56410 0.0167 -0.0336 0.0429
H -5.88437 4.17269 -1.22428 -0.0154 -0.0070 -0.0307
H -3.73442 5.36675 -1.43857 0.0267 0.0119 0.0209
H -1.42676 5.40153 -1.88695 0.0000 0.0080 -0.0107
H -0.75692 4.06253 -2.83903 0.0306 0.0379 0.0045
H -0.63994 4.03767 -1.07651 0.0447 0.0014 -0.0232
H -2.38300 2.18751 -4.29502 0.0158 -0.0227 -0.0427
H -1.92819 0.61324 -4.95988 0.0454 -0.0059 -0.0488
H -0.82291 1.98582 -5.11351 -0.0060 -0.0482 -0.0549
H 0.16300 -0.54591 -5.07864 -0.0165 0.0382 -0.0290
H 1.76128 -0.69495 -4.32207 -0.0275 0.0188 -0.0671
H 1.24989 0.84359 -5.02728 -0.0336 -0.0065 -0.0438
H 2.48833 2.03851 -1.60161 0.0444 0.0722 0.0277
H 3.33541 1.90814 -3.14944 -0.0252 0.0468 0.0120
H 4.26670 2.01795 -1.65202 -0.0018 0.0338 -0.0019
H 5.46479 -0.07355 -1.82711 -0.0055 0.0248 0.0296
H 5.44437 -2.54084 -1.71269 -0.0028 -0.0163 -0.0294
H 3.29895 -3.75248 -1.86792 -0.0580 -0.0175 0.0711
H 0.89584 -3.75439 -1.76741 0.0017 -0.0049 0.0012
H 0.34645 -2.63061 -3.01709 -0.0422 -0.0148 0.0142
H 0.07883 -2.24328 -1.31689 -0.0728 -0.0559 0.0102
C -3.22473 4.04830 3.65238 0.0431 -0.1100 -0.0144
C -2.07152 3.23344 3.09736 0.1875 -0.0537 0.3069
S -2.28870 2.73962 1.43484 0.0342 -0.1230 -0.4830
C -0.98261 2.94762 3.83093 -0.2600 0.1665 -0.0569
C -0.83775 3.36993 5.27134 0.0373 -0.0365 -0.1215
S 0.41978 2.06722 3.24782 0.2608 -0.2945 -0.1762
H -3.94299 4.22900 2.85541 -0.0589 0.0435 0.0537
H -2.88214 5.01519 4.03076 -0.0436 0.0068 0.0227
H -3.73862 3.52516 4.46430 -0.0276 0.0341 0.0133
H -1.67555 3.97847 5.60939 0.0131 -0.0007 0.0413
H 0.08860 3.93565 5.39947 -0.0135 0.0381 0.0729
H -0.76245 2.48731 5.91253 -0.0093 0.0198 0.0563
```
Forces are in eV/Å.

Calculated values
HOMO, eV: -3.057
Gap between HOMO and LUMO, eV: 4.9
Lowest unoccupied orbital energy, eV: 1.871
Relative energy (zero: lowest compared OMol25 entry of this formula, charge and spin), eV: 0.0000
Net charge: -1

These are the Mulliken partial charges, in e, on atoms 1 to 2:
1 Sn 0.448
2 N -0.588



no.,M (Da)
1,329.8
2,161.2
3,252.3
4,773.6